Computed, not measured: a 2-piece molecular cluster, C3H2F3N overall at a distorted geometry, with ωB97M-V/def2-TZVPD.

```
9
Properties=species:S:1:pos:R:3:lowdin_charge:R:1
C 0.303 0.358 -0.648 -0.106
C 1.581 0.908 -0.997 -0.096
C -1.452 -0.856 1.181 -0.475
N 0.402 0.313 -1.879 0.119
F -1.487 -2.155 0.961 0.139
F -0.903 -0.555 2.345 0.133
F -2.633 -0.293 1.023 0.139
H 1.716 1.978 -1.055 0.074
H 2.472 0.301 -0.932 0.075
```

Output
E_HOMO (spin up / spin down) in Ha: -0.322 / -0.428
Expectation value of S²: 2.008
E_LUMO (spin up / spin down) in hartree: 0.0379 / -0.0810
Energy above the lowest of the compared OMol25 structures with the same formula, charge and spin in eV: 1.630
Total energy in hartree: -469.64242
Orbital gap (spin up / spin down) in Eh: 0.3601 / 0.3472
Charge: 0
Multiplicity: 3